Entry from the OMol25 dataset: a molecular structure, C3H6NO4S at a distorted geometry (wB97M-V/def2-TZVPD).

* HOMO (alpha / beta): -3.1 / -3.1 eV
* total charge: -1
* energy above the lowest of the compared OMol25 structures with the same formula, charge and spin: 17.1 kcal per mole
* lowest unoccupied orbital energy (alpha / beta): 3.67 / 3.67 eV
* max |F|: 0.0639 Eh/bohr

The geometry in XYZ format:
```
15
Properties=species:S:1:pos:R:3:forces:R:3
C 0.4685 1.2193 0.1393 1.2 -0.9 -0.2
C 1.3639 -1.8055 0.1656 -1.1 1.0 0.2
C 0.3037 0.0501 -0.7885 -2.9 1.1 1.1
N -0.4895 2.1675 -0.0286 -1.9 -0.6 -1.0
O -1.7433 -0.7334 1.2703 -0.4 -0.2 -0.3
O 1.3461 1.3899 0.9845 0.5 -0.6 0.0
O -2.6855 0.5068 -0.6633 0.6 -0.9 0.3
O 1.1510 -0.9681 -0.9891 1.8 -0.9 0.5
S -1.8863 -0.6918 -0.2052 1.1 1.3 0.3
H 2.4191 -1.9966 0.3193 0.3 0.3 0.0
H 0.8967 -2.7604 -0.1180 -0.2 0.2 0.8
H 0.9171 -1.2412 1.0565 0.6 -1.4 -1.0
H -0.1439 0.3385 -1.6983 -0.1 0.6 -1.2
H -1.4319 1.7204 -0.1774 0.6 0.8 -0.2
H -0.4857 2.8046 0.7326 0.0 0.5 0.7
```
Forces are in eV/Å.

=====

Entry from the OMol25 dataset: a molecular structure, C3H6NO5S2 at a distorted geometry (wB97M-V/def2-TZVPD).

* HOMO: -5.3 eV
* total charge: -1
* energy above the lowest of the compared OMol25 structures with the same formula, charge and spin: 34.2 kcal per mole
* lowest unoccupied orbital energy: 3.24 eV
* max |F|: 0.0862 Eh/bohr

The geometry in XYZ format:
```
17
Properties=species:S:1:pos:R:3:forces:R:3
C -0.7486 1.0556 -0.5315 0.4 0.7 -0.8
C 1.0743 0.2022 1.1640 1.2 -0.8 2.8
C 0.3667 0.0687 -0.0729 -0.4 1.2 -2.4
N 0.1537 -1.2462 -0.6004 -0.2 -0.3 2.2
O -1.1705 0.8725 -1.8141 0.8 -0.7 -0.3
O -2.9941 0.0074 -0.7796 -1.7 1.1 2.2
O -0.5253 2.4337 -0.3204 0.0 -1.2 1.0
O -2.6887 1.8847 1.0742 -0.7 -0.5 -0.8
O -2.1065 -0.4413 1.3296 0.9 -2.8 3.3
S 2.0881 0.7538 -0.2560 -0.2 -0.4 0.1
S -2.2802 0.6244 0.4454 -0.8 0.5 -3.2
H 1.3738 -0.8050 1.6333 -0.4 1.7 -0.8
H 0.9200 1.0131 1.9333 -0.3 -0.9 -1.2
H -2.1351 0.3600 -1.5907 1.0 0.7 -1.0
H 0.0600 -1.2513 -1.6019 -0.6 0.2 0.0
H -0.6895 -1.5507 -0.0603 0.7 -0.2 -1.2
H -1.3741 2.5436 0.1515 0.3 1.7 0.2
```
Forces are in eV/Å.

=====

Entry from the OMol25 dataset: C3H6NOP in the gas phase at a distorted geometry (wB97M-V/def2-TZVPD).

* HOMO: -8.9 eV
* energy above the lowest of the compared OMol25 structures with the same formula, charge and spin: 28.8 kcal per mole
* lowest unoccupied orbital energy: -1.19 eV
* max |F|: 0.1004 Eh/bohr

The geometry in XYZ format:
```
12
Properties=species:S:1:pos:R:3:forces:R:3
C 1.5365 -0.5892 -0.0719 -1.1 1.8 0.1
C -0.9662 0.1520 0.0523 -4.8 -1.2 1.4
C 0.3963 0.5104 -0.3362 2.4 -3.1 -0.8
N 1.1944 -1.6883 0.4250 0.0 -0.8 -0.1
O 3.7336 0.9959 0.3724 -0.1 0.4 0.3
P 3.3301 -0.0540 -0.5702 -0.7 -0.9 -0.2
H -1.3048 -0.9640 -0.0606 1.2 1.9 -0.1
H -1.2142 0.3361 1.1850 0.7 -0.1 -2.1
H -1.8062 0.7345 -0.5494 1.9 -0.9 1.2
H 0.7382 1.3685 0.1272 0.6 2.1 0.6
H 0.5337 0.5516 -1.4100 -0.4 0.7 -0.5
H 1.9140 -2.4096 0.4569 0.3 0.1 0.1
```
Forces are in eV/Å.

=====

Entry from the OMol25 dataset: 2 unconnected molecules or ions with the total composition C3H6NOS at a distorted geometry (wB97M-V/def2-TZVPD).

* HOMO: -14.3 eV
* total charge: +1
* energy above the lowest of the compared OMol25 structures with the same formula, charge and spin: 0.0 kcal per mole
* lowest unoccupied orbital energy: -3.51 eV
* max |F|: 0.0964 Eh/bohr

The geometry in XYZ format:
```
12
Properties=species:S:1:pos:R:3:forces:R:3
C 3.8573 -0.3446 0.2403 0.1 -0.8 -0.6
C -0.6927 1.3056 0.3565 1.4 2.3 -4.2
C -0.0110 0.4800 -0.4282 -1.0 -0.6 1.0
N 0.1632 -0.9890 -0.2044 0.0 0.8 2.1
O 2.9897 -1.1172 0.3319 -0.7 0.1 0.5
S 5.0739 0.5250 -0.0640 0.6 0.8 0.2
H -0.8994 2.3977 0.0376 0.9 -2.0 0.4
H -1.0805 1.0877 1.2508 -1.7 -1.3 3.2
H 0.5529 0.6530 -1.2777 0.5 1.2 -1.7
H 1.1345 -1.1669 -0.0104 1.5 -0.1 -0.5
H -0.1216 -1.6042 -0.9565 -0.5 0.0 -0.2
H -0.1867 -1.2557 0.7132 -1.1 -0.4 -0.1
```
Forces are in eV/Å.

=====

Entry from the OMol25 dataset: a molecular structure, C3H6NP at a distorted geometry (wB97M-V/def2-TZVPD).

* HOMO: -9.9 eV
* energy above the lowest of the compared OMol25 structures with the same formula, charge and spin: 40.9 kcal per mole
* lowest unoccupied orbital energy: 0.30 eV
* max |F|: 0.1164 Eh/bohr

The geometry in XYZ format:
```
11
Properties=species:S:1:pos:R:3:forces:R:3
C -0.8571 -1.5407 0.5196 2.7 3.8 3.7
C 0.5777 0.5230 -1.2625 0.4 1.1 -1.4
C 0.1119 -0.1646 1.5177 -0.8 -2.2 -3.1
N -1.3212 -2.3179 -0.1696 -0.8 -1.1 -1.0
P 0.1277 1.3106 0.3671 1.4 -0.8 -0.7
H 1.6532 0.3654 -1.5640 -0.9 -0.7 1.2
H 0.4599 1.3717 -2.0236 -0.9 -1.1 0.9
H -0.1577 -0.3370 -1.3795 1.4 1.0 -0.5
H -0.5080 0.2632 2.3018 0.0 -1.2 0.6
H 1.1108 -0.6953 1.7302 -1.9 1.1 -0.1
H -1.1971 1.2217 -0.0371 -0.7 0.1 0.5
```
Forces are in eV/Å.

=====

Entry from the OMol25 dataset: C3H6NP in the gas phase at a distorted geometry (wB97M-V/def2-TZVPD).

* HOMO: -9.6 eV
* energy above the lowest of the compared OMol25 structures with the same formula, charge and spin: 13.2 kcal per mole
* lowest unoccupied orbital energy: 0.10 eV
* max |F|: 0.0935 Eh/bohr

The geometry in XYZ format:
```
11
Properties=species:S:1:pos:R:3:forces:R:3
C 0.1886 0.2733 -0.3822 -2.5 -1.2 0.2
C -1.3238 -0.5511 0.0345 2.7 3.9 0.5
C 1.1210 -0.6135 0.4748 -1.1 1.1 -1.8
N -1.0578 -1.9048 0.1566 -1.0 -0.7 0.1
P 0.4226 -2.2702 0.3585 1.2 -1.9 0.3
H 0.4465 0.2632 -1.5211 -0.6 0.1 2.1
H 0.1019 1.2842 0.0733 0.2 -0.5 -0.8
H -1.5419 0.0256 0.9861 0.0 -1.1 -0.5
H -2.0995 -0.3031 -0.6216 -1.2 0.2 -1.2
H 2.0619 -0.5147 -0.0192 1.3 -0.1 0.9
H 0.9480 -0.3486 1.5145 0.9 0.3 0.3
```
Forces are in eV/Å.

=====

Entry from the OMol25 dataset: 2 unconnected molecules or ions with the total composition C3H6NS at a distorted geometry (wB97M-V/def2-TZVPD).

* HOMO: -13.4 eV
* total charge: +1
* energy above the lowest of the compared OMol25 structures with the same formula, charge and spin: 29.3 kcal per mole
* lowest unoccupied orbital energy: -4.95 eV
* max |F|: 0.1003 Eh/bohr

The geometry in XYZ format:
```
11
Properties=species:S:1:pos:R:3:forces:R:3
C 0.6242 1.4684 0.7352 0.5 1.0 -3.5
C -0.3438 -0.5573 -0.7892 -1.9 -2.4 -0.1
C 0.3969 1.3173 1.9716 -4.3 2.1 -1.9
N -0.2425 -1.6974 -1.4617 1.1 -0.8 1.9
S 0.6860 1.6860 -0.8567 1.6 0.4 2.2
H -0.8699 0.2362 -1.3076 -0.3 -0.9 0.4
H -0.2746 -0.6426 0.3423 -0.1 0.4 -1.8
H 0.9509 0.8983 2.6586 2.9 -1.9 3.6
H -0.6420 1.6859 2.1819 0.9 -0.4 0.3
H -0.0156 -2.6408 -1.0153 0.0 2.1 -0.5
H -0.2697 -1.7541 -2.4592 -0.5 0.3 -0.6
```
Forces are in eV/Å.

=====

Entry from the OMol25 dataset: 2 unconnected molecules or ions with the total composition C3H6O at a distorted geometry (wB97M-V/def2-TZVPD).

* HOMO: -9.7 eV
* energy above the lowest of the compared OMol25 structures with the same formula, charge and spin: 48.2 kcal per mole
* lowest unoccupied orbital energy: 0.86 eV
* max |F|: 0.0435 Eh/bohr

The geometry in XYZ format:
```
10
Properties=species:S:1:pos:R:3:forces:R:3
C -1.4667 0.2812 -0.1332 -0.2 0.0 -0.1
C 1.2548 -0.8591 -0.1029 2.0 0.1 1.0
C 1.3129 0.4174 0.1537 -0.8 1.5 0.1
O 1.5305 1.5483 0.3067 -0.1 -0.3 -0.2
H -0.9370 1.0999 0.3617 -0.3 -0.1 -0.1
H -1.9097 -0.3753 0.6203 0.0 0.1 -0.1
H -2.2298 0.6891 -0.7914 -0.2 0.1 0.2
H 0.5782 -1.5817 0.3461 0.4 0.3 -0.3
H -0.7800 -0.2903 -0.7580 -0.3 0.2 0.1
H 2.3664 -0.8073 0.1750 -0.5 -1.8 -0.5
```
Forces are in eV/Å.

=====

Entry from the OMol25 dataset: 2 unconnected molecules or ions with the total composition C3H6O at a distorted geometry (wB97M-V/def2-TZVPD).

* HOMO (alpha / beta): -9.3 / -7.9 eV
* energy above the lowest of the compared OMol25 structures with the same formula, charge and spin: 137.5 kcal per mole
* lowest unoccupied orbital energy (alpha / beta): 0.36 / -0.08 eV
* max |F|: 0.0475 Eh/bohr

The geometry in XYZ format:
```
10
Properties=species:S:1:pos:R:3:forces:R:3
C -0.5425 -0.6942 0.3457 -0.8 -0.6 0.0
C -0.4881 0.8587 0.4807 -1.6 1.4 -0.5
C 0.6023 0.1271 -0.1169 1.4 -0.7 -0.9
O 1.8990 0.1442 0.3310 -0.2 -2.3 -0.2
H -0.4978 -1.5170 1.1450 0.2 1.8 -0.8
H -1.3001 -0.9238 -0.4176 0.7 -0.3 0.2
H -1.1417 1.4974 -0.1554 0.3 -1.3 -0.4
H -0.5962 1.4774 1.3542 1.3 -0.6 1.1
H 0.8454 -0.1474 -2.3419 -0.3 0.3 1.5
H 2.2845 -0.7987 0.2316 -0.9 2.2 0.1
```
Forces are in eV/Å.

=====

Entry from the OMol25 dataset: 2 unconnected molecules or ions with the total composition C3H6O at a distorted geometry (wB97M-V/def2-TZVPD).

* HOMO: -9.7 eV
* energy above the lowest of the compared OMol25 structures with the same formula, charge and spin: 68.0 kcal per mole
* lowest unoccupied orbital energy: 1.08 eV
* max |F|: 0.0226 Eh/bohr

The geometry in XYZ format:
```
10
Properties=species:S:1:pos:R:3:forces:R:3
O -1.1153 -0.0600 1.9479 -0.5 -0.2 -0.3
C -0.0467 0.7917 -0.4543 -0.4 0.0 -0.8
C -0.3181 -0.2327 -1.2069 0.0 1.0 -0.1
C 0.9952 -0.2653 -0.5146 0.7 -0.3 0.3
H -0.1772 -0.1292 2.1574 -0.1 -0.1 -0.3
H -0.2574 1.8098 -0.1699 -0.1 -0.2 0.1
H -0.8970 -0.6110 -2.0243 -0.2 -0.2 0.0
H -1.2426 -0.3012 1.0030 0.4 0.2 1.1
H 1.9133 -0.0577 -1.0601 0.0 -0.1 -0.1
H 1.1456 -0.9445 0.3218 0.0 0.0 0.1
```
Forces are in eV/Å.

=====

Entry from the OMol25 dataset: C3H6O in the gas phase (wB97M-V/def2-TZVPD).

* HOMO: -8.5 eV
* energy above the lowest of the compared OMol25 structures with the same formula, charge and spin: 75.1 kcal per mole
* lowest unoccupied orbital energy: 0.86 eV
* max |F|: 0.0093 Eh/bohr

The geometry in XYZ format:
```
10
Properties=species:S:1:pos:R:3:forces:R:3
C -1.2075 0.3080 0.2212 0.0 0.0 0.0
C 0.0273 -0.2298 -0.4691 -0.1 0.1 -0.1
C 2.1213 -0.4637 0.7248 -0.4 0.1 -0.3
O 0.8920 -0.8259 0.5321 0.4 0.0 0.2
H -1.7337 -0.4949 0.7445 0.1 0.1 -0.1
H -1.8897 0.7533 -0.5095 0.1 -0.1 0.1
H -0.9279 1.0747 0.9505 -0.1 -0.1 -0.1
H -0.2063 -1.0265 -1.1809 0.0 0.1 0.1
H 2.3253 0.3474 -0.0385 0.0 -0.1 0.2
H 0.5992 0.5574 -0.9752 -0.1 -0.1 0.0
```
Forces are in eV/Å.

=====

Entry from the OMol25 dataset: C3H6O in the gas phase at a distorted geometry (wB97M-V/def2-TZVPD).

* HOMO: -10.3 eV
* energy above the lowest of the compared OMol25 structures with the same formula, charge and spin: 74.2 kcal per mole
* lowest unoccupied orbital energy: 1.11 eV
* max |F|: 0.1079 Eh/bohr

The geometry in XYZ format:
```
10
Properties=species:S:1:pos:R:3:forces:R:3
C 1.1805 -0.1906 -0.2889 3.0 3.9 1.9
C -0.1196 -0.2898 0.2664 -2.5 -2.0 4.6
C -1.3022 0.4066 -0.1192 0.3 3.4 -0.2
H 1.2900 0.6459 -1.0764 0.1 -2.1 0.7
H 1.4919 -1.1889 -0.3557 1.3 -1.2 -1.3
H 1.8240 0.2315 0.6949 -1.3 -0.9 -2.7
H -0.1157 -0.6563 1.3806 0.1 0.8 -2.0
H -1.0420 1.4754 -0.8208 -1.4 -3.7 1.2
H -1.9976 0.5631 0.6992 -0.3 0.6 -0.4
O -1.2093 -0.9969 -0.3802 0.7 1.2 -1.7
```
Forces are in eV/Å.

=====

The lowest energy above the lowest of the compared OMol25 structures with the same formula, charge and spin belongs to which entry? C3H6NOS

=====

The highest max |F| belongs to which entry? number 5

=====

energy above the lowest of the compared OMol25 structures with the same formula, charge and spin of number 2 (C3H6NO5S2)? 34.2 kcal per mole

=====

Copy entry 6 word for word.
Entry from the OMol25 dataset: C3H6NP in the gas phase at a distorted geometry (wB97M-V/def2-TZVPD).

* HOMO: -9.6 eV
* energy above the lowest of the compared OMol25 structures with the same formula, charge and spin: 13.2 kcal per mole
* lowest unoccupied orbital energy: 0.10 eV
* max |F|: 0.0935 Eh/bohr

The geometry in XYZ format:
```
11
Properties=species:S:1:pos:R:3:forces:R:3
C 0.1886 0.2733 -0.3822 -2.5 -1.2 0.2
C -1.3238 -0.5511 0.0345 2.7 3.9 0.5
C 1.1210 -0.6135 0.4748 -1.1 1.1 -1.8
N -1.0578 -1.9048 0.1566 -1.0 -0.7 0.1
P 0.4226 -2.2702 0.3585 1.2 -1.9 0.3
H 0.4465 0.2632 -1.5211 -0.6 0.1 2.1
H 0.1019 1.2842 0.0733 0.2 -0.5 -0.8
H -1.5419 0.0256 0.9861 0.0 -1.1 -0.5
H -2.0995 -0.3031 -0.6216 -1.2 0.2 -1.2
H 2.0619 -0.5147 -0.0192 1.3 -0.1 0.9
H 0.9480 -0.3486 1.5145 0.9 0.3 0.3
```
Forces are in eV/Å.